# 1
Molecular formula: C4H10N5O
Method: DFT, ωB97M-V/def2-TZVPD

```
20
Properties=species:S:1:pos:R:3:nbo_charge:R:1
N 2.30 -1.26 -0.15 -0.819
C 0.95 -0.79 -0.01 0.123
C -0.13 -1.57 0.15 -0.088
N -1.44 -1.11 -0.06 -0.552
C -1.76 0.20 -0.02 0.681
N -3.04 0.55 -0.03 -0.774
N -0.70 1.05 0.07 -0.564
C 0.70 0.68 -0.17 0.510
N 1.36 1.22 -1.28 -0.818
O 1.36 1.43 1.18 -0.762
H 2.50 -2.23 -0.28 0.399
H 2.99 -0.96 0.54 0.404
H 0.05 -2.65 0.34 0.242
H -2.04 -1.88 0.16 0.439
H -3.60 -0.04 0.54 0.427
H -3.32 1.48 -0.41 0.447
H -0.92 1.98 0.34 0.441
H 1.52 2.18 -1.10 0.393
H 2.14 0.78 -1.68 0.420
H 1.07 0.93 1.87 0.452
```

Values from the calculation:
- net charge = +1
- relative energy (zero: lowest compared OMol25 entry of this formula, charge and spin) (kcal/mol) = 15.71
- orbital gap (eV) = 9.19
- DFT total energy (Eh) = -507.1888
- SMILES = NC1=CNC(=[NH2+])N[C@@]1(N)O
- highest occupied orbital energy (eV) = -12.543
- max |F| (eV/A) = 6.1

# 2
Molecular formula: C4H10N6
Method: DFT, ωB97M-V/def2-TZVPD

```
20
Properties=species:S:1:pos:R:3:nbo_charge:R:1
N -0.68 2.34 0.41 -0.799
C -0.92 1.41 -0.60 0.480
N -1.92 0.58 -0.68 -0.356
N -1.72 -0.09 -1.86 -0.037
N -0.66 0.27 -2.43 -0.059
N -0.10 1.23 -1.62 -0.428
H 0.29 2.59 0.45 0.377
H -1.01 2.05 1.31 0.403
H 0.60 1.83 -2.00 0.419
C -0.12 -2.53 1.81 -0.386
C 1.15 -2.27 1.52 -0.183
C 1.82 -0.96 1.89 -0.253
N 2.22 -0.22 0.68 -0.828
H -0.73 -1.77 2.26 0.186
H -0.60 -3.47 1.57 0.204
H 1.80 -3.03 1.07 0.203
H 2.74 -1.19 2.47 0.200
H 1.11 -0.38 2.55 0.158
H 1.40 0.19 0.24 0.347
H 2.84 0.53 0.94 0.351
```

Values from the calculation:
- net charge = 0
- relative energy (zero: lowest compared OMol25 entry of this formula, charge and spin) (kcal/mol) = 0.00
- orbital gap (eV) = 10.05
- DFT total energy (Eh) = -486.8807
- SMILES = Nc1nnn[nH]1.C=CCN
- highest occupied orbital energy (eV) = -9.712
- max |F| (eV/A) = 1.5

# 3
Molecular formula: C4H10NO
Method: DFT, ωB97M-V/def2-TZVPD

```
16
Properties=species:S:1:pos:R:3:nbo_charge:R:1
C 0.53 -1.77 -0.31 -0.610
C -0.31 -0.48 -0.40 -0.037
C -1.07 -0.24 0.91 -0.635
N 0.56 0.61 -0.88 -0.706
C 0.64 1.85 0.01 0.133
O -0.50 2.53 0.11 -0.955
H 1.41 -1.54 0.30 0.198
H -0.02 -2.56 0.20 0.174
H 0.88 -2.01 -1.31 0.197
H -1.05 -0.68 -1.18 0.152
H -0.37 -0.02 1.73 0.198
H -1.77 0.59 0.82 0.254
H -1.56 -1.17 1.20 0.169
H 0.11 1.00 -1.70 0.341
H 1.06 1.46 0.96 0.056
H 1.45 2.44 -0.48 0.072
```

Values from the calculation:
- net charge = -1
- relative energy (zero: lowest compared OMol25 entry of this formula, charge and spin) (kcal/mol) = 6.82
- orbital gap (eV) = 6.66
- DFT total energy (Eh) = -288.3808
- SMILES = CC(C)NC[O-]
- highest occupied orbital energy (eV) = -2.401
- max |F| (eV/A) = 0.9

# 4
Molecular formula: C4H10NO
Method: DFT, ωB97M-V/def2-TZVPD

```
16
Properties=species:S:1:pos:R:3:nbo_charge:R:1
C -2.42 0.71 1.26 -0.909
C 1.94 -1.28 -0.12 -0.108
N 2.45 -0.53 0.87 -0.571
C 1.32 0.20 -0.13 -0.436
C 0.15 -0.06 -1.31 0.069
O -0.75 0.90 -1.29 -0.878
H -3.49 0.86 1.07 0.186
H -2.13 1.64 1.76 0.193
H -1.83 0.70 0.31 0.302
H 2.48 -1.52 -1.06 0.131
H 1.28 -2.08 0.24 0.140
H -2.17 -0.20 1.80 0.194
H 0.70 0.72 0.60 0.271
H 1.97 0.98 -0.52 0.214
H -0.29 -1.07 -1.25 0.102
H 0.76 0.02 -2.23 0.102
```

Values from the calculation:
- net charge = -1
- relative energy (zero: lowest compared OMol25 entry of this formula, charge and spin) (kcal/mol) = 101.54
- orbital gap (eV) = 7.31
- DFT total energy (Eh) = -288.2298
- highest occupied orbital energy (eV) = -2.952
- max |F| (eV/A) = 2.5

# 5
Molecular formula: C4H10NO
Method: DFT, ωB97M-V/def2-TZVPD

```
16
Properties=species:S:1:pos:R:3:nbo_charge:R:1
C 1.82 -0.94 -0.59 -0.598
C 0.30 -0.78 -0.41 -0.401
C -0.19 0.56 0.13 -0.090
N 0.00 0.62 1.60 -0.869
C -1.70 0.77 -0.21 0.010
O -2.25 1.83 0.33 -0.937
H 2.23 -0.20 -1.25 0.190
H 2.33 -1.06 0.37 0.203
H 1.99 -1.89 -1.12 0.177
H -0.18 -0.93 -1.38 0.187
H -0.05 -1.56 0.26 0.186
H 0.38 1.38 -0.31 0.155
H -0.79 0.16 2.02 0.348
H -0.01 1.60 1.86 0.363
H -1.73 0.69 -1.35 0.048
H -2.15 -0.25 0.04 0.028
```

Values from the calculation:
- net charge = -1
- relative energy (zero: lowest compared OMol25 entry of this formula, charge and spin) (kcal/mol) = 4.17
- orbital gap (eV) = 6.48
- DFT total energy (Eh) = -288.3850
- SMILES = CC[C@H](N)C[O-]
- highest occupied orbital energy (eV) = -2.344
- max |F| (eV/A) = 1.5

# 6
Molecular formula: C4H10NO
Method: DFT, ωB97M-V/def2-TZVPD

```
16
Properties=species:S:1:pos:R:3:nbo_charge:R:1
C 1.56 -1.14 -0.59 -0.602
C 0.23 -0.29 -0.63 -0.065
N -0.98 -1.16 -0.63 -0.853
C 0.30 0.59 0.54 -0.474
C -1.14 1.46 0.71 0.028
O -1.27 2.37 -0.19 -0.941
H 1.34 -2.05 -1.08 0.196
H 1.69 -1.39 0.48 0.183
H 2.38 -0.78 -0.97 0.184
H 0.28 0.29 -1.59 0.194
H -1.79 -0.64 -0.84 0.360
H -1.30 -1.15 0.40 0.339
H 1.24 1.17 0.53 0.189
H 0.42 0.05 1.55 0.146
H -0.94 1.93 1.65 0.074
H -2.04 0.75 0.64 0.043
```

Values from the calculation:
- net charge = -1
- relative energy (zero: lowest compared OMol25 entry of this formula, charge and spin) (kcal/mol) = 40.52
- orbital gap (eV) = 6.37
- DFT total energy (Eh) = -288.3271
- SMILES = C[C@@H](N)CC[O-]
- highest occupied orbital energy (eV) = -2.116
- max |F| (eV/A) = 6.6

# 7
Molecular formula: C4H10NO
Method: DFT, ωB97M-V/def2-TZVPD

```
16
Properties=species:S:1:pos:R:3:nbo_charge:R:1
C 1.21 -0.13 -2.26 -0.645
C 0.40 -0.34 -1.04 -0.280
C 0.55 0.51 -0.03 0.017
N -0.01 0.20 1.23 -0.599
C 0.31 1.00 2.24 -0.322
H 1.49 0.88 -2.73 0.227
H 2.24 -0.58 -1.96 0.207
H 0.79 -0.88 -3.02 0.209
H 0.20 -1.32 -0.72 0.194
H 0.86 1.46 -0.13 0.177
H -0.88 -0.34 1.17 0.439
H 0.04 0.95 3.38 0.180
H 1.08 1.74 2.19 0.164
H -3.21 -0.50 1.05 0.501
H -2.66 -1.64 -0.03 0.498
O -2.41 -1.00 0.66 -0.968
```

Values from the calculation:
- ⟨S²⟩ = 0.76
- net charge = 0
- relative energy (zero: lowest compared OMol25 entry of this formula, charge and spin) (kcal/mol) = 39.02
- orbital gap (spin up / spin down) (eV) = 5.87 / 8.81
- DFT total energy (Eh) = -288.2648
- spin multiplicity = 2
- highest occupied orbital energy (spin up / spin down) (eV) = -5.376 / -8.338
- max |F| (eV/A) = 5.6

# 8
Molecular formula: C4H10NO
Method: DFT, ωB97M-V/def2-TZVPD

```
16
Properties=species:S:1:pos:R:3:nbo_charge:R:1
C 0.81 1.04 -0.29 -0.260
C 1.35 0.40 -1.52 -0.240
C -1.16 0.31 -1.66 -0.408
C -0.47 -1.57 2.77 0.448
N 0.07 0.04 -0.99 -0.438
O 0.33 -1.01 3.59 -0.469
H 1.23 0.76 0.66 0.170
H 0.45 2.07 -0.34 0.201
H 1.37 0.95 -2.46 0.205
H 2.13 -0.34 -1.42 0.201
H -1.98 0.19 -0.96 0.190
H -1.19 1.33 -2.05 0.178
H -1.29 -0.38 -2.49 0.215
H -1.14 -0.92 2.23 0.232
H -0.50 -2.64 2.59 0.218
H 0.94 -1.60 4.08 0.556
```

Values from the calculation:
- net charge = +1
- relative energy (zero: lowest compared OMol25 entry of this formula, charge and spin) (kcal/mol) = 102.66
- orbital gap (eV) = 4.49
- DFT total energy (Eh) = -287.9995
- highest occupied orbital energy (eV) = -11.846
- max |F| (eV/A) = 2.0

# 9
Molecular formula: C4H10NO
Method: DFT, ωB97M-V/def2-TZVPD

```
16
Properties=species:S:1:pos:R:3:nbo_charge:R:1
C -0.38 -0.06 2.82 -0.640
C 0.12 0.62 1.56 -0.070
C -0.65 1.05 0.55 -0.082
N 0.02 1.61 -0.64 -0.422
C -0.20 1.52 -1.93 0.099
H 0.27 -0.93 3.17 0.255
H -1.42 -0.46 2.59 0.232
H -0.38 0.69 3.52 0.247
H 1.17 0.62 1.51 0.220
H -1.63 0.81 0.28 0.224
H 0.94 2.02 -0.34 0.443
H -1.23 1.46 -2.44 0.248
H 0.70 1.30 -2.55 0.247
H 0.96 -4.29 -1.48 0.472
H -0.02 -3.53 -2.32 0.467
O 0.90 -3.46 -1.93 -0.939
```

Values from the calculation:
- net charge = +1
- relative energy (zero: lowest compared OMol25 entry of this formula, charge and spin) (kcal/mol) = 67.85
- orbital gap (eV) = 8.47
- DFT total energy (Eh) = -288.0550
- highest occupied orbital energy (eV) = -14.213
- max |F| (eV/A) = 4.1

# 10
Molecular formula: C4H10NO
Method: DFT, ωB97M-V/def2-TZVPD

```
16
Properties=species:S:1:pos:R:3:nbo_charge:R:1
C -1.59 0.40 -0.24 -0.098
C -0.55 1.22 0.07 -0.312
N -2.59 0.09 0.83 -0.691
H -1.75 -0.20 -1.13 0.247
H 0.34 1.22 -0.58 0.266
H -0.56 1.81 0.98 0.229
H -2.55 -0.93 1.03 0.456
H -2.49 0.63 1.69 0.451
H -3.54 0.30 0.56 0.444
O 3.33 0.71 -0.73 -0.504
C 2.62 -0.25 -1.08 0.397
C 1.79 -0.96 -0.03 -0.734
H 2.65 -0.64 -2.13 0.140
H 2.51 -1.48 0.69 0.273
H 1.13 -1.72 -0.49 0.215
H 1.25 -0.18 0.56 0.220
```

Values from the calculation:
- net charge = +1
- relative energy (zero: lowest compared OMol25 entry of this formula, charge and spin) (kcal/mol) = 55.77
- orbital gap (eV) = 8.72
- DFT total energy (Eh) = -288.0742
- highest occupied orbital energy (eV) = -12.839
- max |F| (eV/A) = 3.1

# 11
Molecular formula: C4H10NO
Method: DFT, ωB97M-V/def2-TZVPD

```
16
Properties=species:S:1:pos:R:3:nbo_charge:R:1
C 0.49 -1.27 1.57 -0.677
C -0.57 -0.47 0.93 0.097
O -0.87 0.96 0.99 -0.444
C -0.48 0.58 -0.23 0.357
C -1.40 0.38 -1.39 -0.677
N 0.92 1.18 -0.53 -0.715
H 1.21 -0.58 2.04 0.228
H 1.08 -1.94 0.94 0.249
H 0.02 -1.86 2.34 0.261
H -1.44 -1.01 0.56 0.198
H -1.12 1.12 -2.23 0.227
H -2.37 0.69 -1.12 0.271
H -1.46 -0.66 -1.71 0.257
H 1.43 0.49 -1.04 0.445
H 1.44 1.53 0.29 0.463
H 0.73 2.08 -1.15 0.458
```

Values from the calculation:
- net charge = +1
- relative energy (zero: lowest compared OMol25 entry of this formula, charge and spin) (kcal/mol) = 53.46
- orbital gap (eV) = 10.72
- DFT total energy (Eh) = -288.0779
- SMILES = C[C@H]1O[C@@]1(C)[NH3+]
- highest occupied orbital energy (eV) = -14.535
- max |F| (eV/A) = 4.6

# 12
Molecular formula: C4H10NO
Method: DFT, ωB97M-V/def2-TZVPD

```
16
Properties=species:S:1:pos:R:3:nbo_charge:R:1
C -1.12 -1.84 -0.92 -0.522
C 0.24 -1.11 -0.97 -0.314
C -0.95 -0.59 -0.27 0.667
C 1.47 -1.65 -0.09 -0.613
N -0.72 2.13 1.73 -0.927
O -1.51 0.21 0.48 -0.570
H -1.68 -1.94 -1.81 0.275
H -1.22 -2.68 -0.26 0.262
H 0.54 -0.69 -1.99 0.275
H 1.95 -0.68 0.33 0.220
H 2.18 -2.19 -0.86 0.254
H 1.17 -2.34 0.73 0.232
H -1.07 2.03 2.71 0.443
H -1.17 1.32 1.08 0.458
H -1.18 2.91 1.23 0.431
H 0.26 2.26 1.65 0.427
```

Values from the calculation:
- net charge = +1
- relative energy (zero: lowest compared OMol25 entry of this formula, charge and spin) (kcal/mol) = 50.87
- orbital gap (eV) = 10.46
- DFT total energy (Eh) = -288.0820
- highest occupied orbital energy (eV) = -14.100
- max |F| (eV/A) = 2.8